{"formula": "C27H32GeMnN4S", "method": "ωB97M-V/def2-TZVPD", "mol_weight_da": 572.2, "total_charge": 3, "de_lowest_kj_mol": 29.7, "fmax_ha_per_bohr": 0.0154, "spin_multiplicity": 5, "homo_ha": [-0.5988, -0.5989], "s2": 6.191, "lumo_ha": [-0.4514, -0.4083], "total_energy_ev": -133121.5963, "symbols": ["Mn", "S", "C", "C", "C", "C", "C", "C", "C", "C", "C", "N", "H", "H", "H", "H", "H", "H", "N", "C", "C", "C", "C", "C", "C", "C", "N", "C", "C", "N", "C", "H", "H", "H", "H", "H", "H", "H", "C", "C", "C", "C", "Ge", "C", "C", "C", "C", "H", "H", "H", "H", "H", "H", "H", "H", "H", "H", "H", "H", "H", "H", "H", "H", "H", "H", "H"], "positions_angstrom": [[1.643, -0.807, 0.325], [2.605, 0.622, 4.252], [0.912, 0.332, 4.285], [0.413, -0.057, 3.084], [1.439, -0.062, 2.079], [2.714, 0.227, 2.615], [3.911, 0.092, 1.796], [5.207, 0.330, 2.205], [6.238, 0.162, 1.283], [5.943, -0.229, -0.012], [4.620, -0.458, -0.356], [3.625, -0.310, 0.527], [0.374, 0.479, 5.210], [-0.627, -0.294, 2.921], [5.422, 0.638, 3.220], [7.263, 0.340, 1.581], [6.718, -0.353, -0.755], [4.347, -0.756, -1.362], [-6.955, -6.621, -2.490], [-5.972, -6.118, -2.180], [-4.744, -5.490, -1.790], [-3.734, -6.250, -1.201], [-2.546, -5.645, -0.826], [-2.392, -4.287, -1.058], [-3.382, -3.515, -1.646], [-4.570, -4.124, -2.009], [-1.153, -3.657, -0.672], [0.108, -4.184, -0.852], [0.976, -3.267, -0.363], [0.251, -2.172, 0.111], [-1.033, -2.456, -0.107], [-3.887, -7.306, -1.028], [-1.775, -6.225, -0.337], [-3.228, -2.464, -1.856], [-5.360, -3.553, -2.475], [0.262, -5.146, -1.310], [2.053, -3.348, -0.279], [-1.876, -1.842, 0.166], [-4.029, 3.176, -1.189], [-3.180, 1.990, -0.758], [-1.812, 2.431, -0.238], [-0.965, 1.218, 0.233], [0.684, 1.969, 0.940], [2.136, 2.383, -0.292], [1.802, 3.567, -1.246], [1.773, 4.930, -0.569], [0.480, 5.217, 0.179], [-4.987, 2.843, -1.583], [-3.533, 3.754, -1.971], [-4.229, 3.843, -0.350], [-3.035, 1.305, -1.600], [-3.692, 1.428, 0.029], [-1.951, 3.125, 0.597], [-1.285, 2.975, -1.027], [-0.819, 0.529, -0.605], [-1.498, 0.697, 1.031], [0.554, 2.721, 2.252], [2.364, 1.524, -0.935], [3.029, 2.608, 0.294], [0.861, 3.378, -1.771], [2.577, 3.549, -2.014], [1.898, 5.685, -1.347], [2.640, 5.034, 0.088], [-0.358, 5.339, -0.508], [0.558, 6.128, 0.770], [0.206, 4.427, 0.895]]}


{"formula": "CH4BClS", "method": "ωB97M-V/def2-TZVPD", "mol_weight_da": 94.4, "total_charge": 0, "de_lowest_kj_mol": 0.0, "fmax_ha_per_bohr": 0.0612, "spin_multiplicity": 3, "homo_ha": [-0.2499, -0.3800], "s2": 2.006, "lumo_ha": [0.0104, -0.1116], "total_energy_ev": -25132.3409, "symbols": ["B", "C", "S", "Cl", "H", "H", "H", "H"], "positions_angstrom": [[0.293, -0.815, 0.450], [-0.607, 0.376, 0.688], [1.230, -0.785, -1.185], [0.055, 0.221, -2.647], [-1.066, 0.728, -0.175], [0.835, -1.700, 0.960], [0.168, 1.137, 0.301], [-0.909, 0.839, 1.607]]}


{"formula": "C20H54N2O8", "method": "ωB97M-V/def2-TZVPD", "mol_weight_da": 450.7, "total_charge": 0, "de_lowest_kj_mol": 235.8, "fmax_ha_per_bohr": 0.0453, "homo_ha": -0.3210, "lumo_ha": 0.0278, "smiles": "COCCNCCOC.COCCNCCOC.CCO.CCO.CCO.CCO", "total_energy_ev": -40970.8097, "symbols": ["C", "O", "C", "C", "N", "C", "C", "O", "C", "H", "H", "H", "H", "H", "H", "H", "H", "H", "H", "H", "H", "H", "H", "H", "C", "O", "C", "C", "N", "C", "C", "O", "C", "H", "H", "H", "H", "H", "H", "H", "H", "H", "H", "H", "H", "H", "H", "H", "C", "C", "O", "H", "H", "H", "H", "H", "H", "C", "C", "O", "H", "H", "H", "H", "H", "H", "C", "C", "O", "H", "H", "H", "H", "H", "H", "C", "C", "O", "H", "H", "H", "H", "H", "H"], "positions_angstrom": [[3.045, -2.679, -1.653], [3.103, -1.253, -1.747], [4.156, -0.749, -2.544], [5.482, -0.533, -1.799], [5.632, 0.810, -1.278], [6.687, 0.841, -0.269], [6.453, 1.957, 0.749], [5.252, 1.628, 1.441], [5.194, 2.232, 2.712], [4.015, -3.178, -1.597], [2.359, -3.045, -2.412], [2.659, -2.862, -0.647], [3.826, 0.264, -2.800], [4.250, -1.302, -3.481], [6.309, -0.862, -2.441], [5.523, -1.374, -1.083], [4.747, 0.969, -0.795], [7.682, 0.913, -0.717], [6.784, -0.056, 0.361], [6.335, 2.879, 0.167], [7.288, 2.043, 1.446], [5.746, 1.722, 3.506], [4.141, 2.123, 2.996], [5.361, 3.313, 2.688], [-4.211, -2.521, -0.081], [-4.603, -1.304, 0.514], [-5.986, -1.236, 0.918], [-6.798, -0.857, -0.306], [-8.239, -1.168, -0.167], [-9.007, -0.872, -1.421], [-9.038, -2.053, -2.439], [-9.359, -3.210, -1.691], [-9.334, -4.405, -2.431], [-4.498, -2.666, -1.132], [-4.523, -3.445, 0.410], [-3.129, -2.409, -0.155], [-6.012, -0.465, 1.683], [-6.259, -2.224, 1.290], [-6.484, -1.558, -1.094], [-6.700, 0.162, -0.676], [-8.354, -2.172, -0.237], [-8.613, 0.054, -1.841], [-10.055, -0.792, -1.123], [-8.145, -2.147, -3.062], [-9.896, -1.844, -3.090], [-10.014, -4.282, -3.282], [-9.692, -5.244, -1.838], [-8.360, -4.703, -2.832], [3.666, -1.172, 2.541], [2.893, -0.386, 1.496], [1.676, -1.019, 1.144], [4.456, -0.528, 2.931], [4.196, -1.984, 2.040], [3.039, -1.463, 3.381], [3.419, -0.234, 0.549], [2.624, 0.593, 1.922], [1.189, -0.422, 0.571], [-0.222, 0.743, 3.027], [0.031, 1.106, 4.470], [-0.533, 2.358, 4.835], [0.209, -0.264, 3.017], [0.233, 1.371, 2.267], [-1.302, 0.594, 2.910], [1.124, 1.162, 4.538], [-0.294, 0.270, 5.099], [-1.379, 2.378, 4.374], [-0.802, 0.100, -0.773], [0.301, 0.852, -1.454], [0.816, 1.745, -0.473], [-0.510, -0.604, 0.007], [-1.323, -0.572, -1.465], [-1.581, 0.730, -0.344], [-0.015, 1.323, -2.394], [1.137, 0.247, -1.832], [1.547, 2.268, -0.827], [3.310, 5.139, -1.063], [3.345, 3.760, -0.439], [3.245, 2.791, -1.502], [4.081, 5.333, -1.808], [3.502, 5.881, -0.278], [2.317, 5.343, -1.464], [2.581, 3.587, 0.315], [4.314, 3.643, 0.057], [3.993, 2.892, -2.096]]}


{"formula": "C26H34HfNO", "method": "ωB97M-V/def2-TZVPD", "mol_weight_da": 555.1, "total_charge": 1, "fmax_ha_per_bohr": 0.0877, "homo_ha": -0.4267, "lumo_ha": -0.1197, "total_energy_ev": -32353.5834, "symbols": ["C", "C", "C", "H", "C", "C", "H", "C", "C", "C", "H", "C", "C", "H", "H", "H", "H", "H", "H", "Hf", "C", "C", "C", "H", "H", "H", "H", "H", "H", "C", "C", "H", "H", "O", "N", "C", "H", "C", "C", "H", "C", "H", "C", "H", "C", "H", "C", "H", "H", "H", "C", "C", "C", "C", "H", "H", "H", "H", "H", "H", "H", "H", "H"], "positions_angstrom": [[2.297, -0.317, 2.688], [2.601, -0.919, 1.395], [2.551, 0.107, 0.408], [2.937, -1.936, 1.197], [2.312, 1.348, 1.061], [2.149, 1.105, 2.462], [2.329, 2.315, 0.558], [-0.903, -1.810, 2.659], [0.255, -2.458, 2.086], [0.061, -2.515, 0.655], [1.038, -2.970, 2.635], [-1.205, -1.938, 0.338], [-1.809, -1.529, 1.565], [2.812, -0.009, -0.644], [2.034, 1.871, 3.231], [2.384, -0.806, 3.663], [-2.824, -1.147, 1.639], [0.717, -2.995, -0.069], [-1.128, -1.718, 3.723], [0.368, -0.220, 1.474], [-1.908, -1.957, -1.020], [-3.271, -2.645, -0.864], [-1.096, -2.703, -2.082], [-3.132, -3.664, -0.543], [-3.813, -2.659, -1.822], [-3.904, -2.128, -0.130], [-0.953, -3.741, -1.776], [-0.122, -2.236, -2.270], [-1.651, -2.713, -3.037], [-2.177, -0.494, -1.536], [-0.955, 0.371, -1.891], [-2.786, 0.064, -0.789], [-2.748, -0.554, -2.473], [0.069, 0.493, -1.170], [-0.919, 1.108, -3.038], [0.144, 2.124, -3.088], [-1.743, 1.174, -3.610], [1.513, 1.531, -3.253], [2.640, 2.161, -2.711], [2.511, 3.083, -2.138], [3.920, 1.640, -2.932], [4.796, 2.159, -2.533], [4.078, 0.471, -3.692], [5.082, 0.076, -3.880], [2.953, -0.180, -4.201], [3.059, -1.091, -4.797], [1.672, 0.345, -3.978], [0.788, -0.137, -4.390], [0.098, 2.685, -2.154], [-0.090, 2.795, -3.925], [-2.861, 1.029, 3.494], [-1.648, 1.900, 3.155], [-0.650, 1.890, 4.314], [-0.983, 1.517, 1.794], [-2.583, 0.011, 3.796], [-3.541, 0.941, 2.641], [-3.428, 1.465, 4.328], [-2.030, 2.937, 3.072], [-0.220, 0.895, 4.492], [0.186, 2.575, 4.130], [-1.136, 2.202, 5.252], [-0.352, 2.374, 1.487], [-1.788, 1.425, 1.041]]}


{"formula": "C5H30N2O10", "method": "ωB97M-V/def2-TZVPD", "mol_weight_da": 278.3, "total_charge": 0, "de_lowest_kj_mol": 602.2, "fmax_ha_per_bohr": 0.1632, "homo_ha": -0.3262, "lumo_ha": 0.0072, "smiles": "CN(C)CCNC=O.O.O.O.O.O.O.O.O.O", "total_energy_ev": -29123.0324, "symbols": ["C", "N", "C", "C", "C", "N", "C", "O", "H", "H", "H", "H", "H", "H", "H", "H", "H", "H", "H", "H", "H", "H", "O", "H", "H", "O", "H", "H", "O", "H", "H", "O", "H", "H", "O", "H", "H", "O", "H", "H", "O", "H", "H", "O", "H", "H", "O"], "positions_angstrom": [[2.558, -1.016, -0.308], [2.575, -0.019, 0.762], [3.798, 0.809, 0.550], [2.337, -0.555, 2.135], [1.886, -0.226, -1.439], [0.695, 0.222, -0.880], [-0.133, 1.049, -1.679], [-0.989, 1.753, -1.083], [1.923, -1.885, 0.201], [3.426, -1.399, -0.725], [4.602, 0.782, 1.184], [3.540, 1.822, 0.601], [4.524, 0.692, -0.316], [1.365, -0.552, 2.491], [2.908, 0.013, 2.904], [2.556, -1.553, 2.193], [2.534, 0.694, -1.691], [1.614, -0.859, -2.319], [0.808, 0.789, 0.045], [-0.308, 0.825, -2.644], [-1.847, -1.544, -0.147], [-2.446, -2.824, 0.127], [-2.060, -2.372, -0.674], [-3.844, -0.989, -1.552], [-3.321, 0.436, -1.303], [-4.159, -0.058, -1.570], [1.293, -4.363, 0.822], [0.004, -3.400, 0.591], [0.917, -3.459, 0.710], [-0.794, -0.826, 1.439], [-2.029, -0.403, 2.102], [-1.483, -1.235, 1.915], [-1.513, 2.439, 0.864], [-2.083, 3.805, 0.640], [-2.410, 2.877, 1.031], [-1.172, -2.679, -2.424], [-0.146, -1.587, -1.917], [-0.499, -2.190, -2.699], [0.294, 3.817, -3.413], [-0.567, 2.850, -3.872], [0.337, 2.994, -3.853], [-4.485, -0.100, 1.439], [-3.533, 1.116, 0.973], [-3.592, 0.274, 1.466], [-1.129, 2.728, 3.115], [-1.222, 1.336, 2.866], [-0.730, 1.971, 3.341]]}